Record 1
C27H51BN3O15 | the ωB97M-V functional and the def2-TZVPD basis

Frontier orbital gap: 0.19985 Ha
E_HOMO: -3.4 eV
Total charge: -1

XYZ file:
```
97
Properties=species:S:1:pos:R:3:forces:R:3:lowdin_charge:R:1
N 4.179 -1.029 -1.424 0.39 0.19 -0.77 0.17
C 4.215 0.136 -1.406 -0.51 -1.31 1.06 -0.47
O 4.156 1.333 -1.052 0.14 1.05 -0.42 -0.06
C 3.056 2.063 -1.881 -0.52 -0.14 -0.44 -0.10
N 3.142 3.480 -1.323 -0.08 -0.25 -0.28 0.11
C 2.492 3.617 -0.309 0.19 0.46 0.86 -0.39
O 1.937 3.864 0.703 0.01 -0.17 -0.61 0.13
B 1.655 1.367 -1.630 0.09 0.02 -0.23 -0.62
N 0.647 1.415 -2.728 -0.26 -0.05 0.89 0.13
O 1.301 0.656 -0.457 0.71 0.29 -0.63 0.08
H 1.038 0.991 -3.555 0.15 0.28 -0.29 0.06
H 0.404 2.376 -2.948 0.09 0.00 -0.36 0.02
H 0.843 1.289 0.103 -0.33 -0.26 0.45 0.09
O -0.891 -0.396 1.250 -0.35 0.19 0.52 0.10
C -0.434 -1.501 1.343 0.58 -0.07 -0.66 -0.51
O -0.378 -2.094 2.555 -0.61 0.06 0.45 -0.02
C -0.025 -3.469 2.730 0.37 -0.20 -0.11 -0.23
C 1.479 -3.610 2.762 -0.19 -0.52 0.07 -0.07
C 0.170 -2.203 0.157 -0.27 -0.46 -0.15 0.01
H -0.487 -4.099 1.968 -0.03 0.15 -0.09 0.09
H -0.458 -3.772 3.685 -0.07 0.16 0.02 0.11
H 1.915 -3.292 1.823 0.07 -0.04 -0.01 0.06
H 1.775 -4.647 2.950 -0.11 -0.02 0.00 0.08
H 1.900 -2.983 3.538 0.03 0.02 0.06 0.07
H 1.202 -1.873 0.040 -0.03 0.11 0.02 0.09
H -0.393 -1.920 -0.728 0.10 0.23 0.01 0.10
H 0.131 -3.287 0.221 0.10 0.03 0.08 0.05
O 3.113 -1.402 2.489 0.19 0.04 0.17 0.08
C 4.144 -1.096 1.955 0.13 0.65 -0.17 -0.50
O 5.100 -2.032 1.798 -0.14 -0.41 0.08 0.00
C 6.262 -1.821 0.996 0.28 0.25 -0.16 -0.24
C 7.362 -1.132 1.779 -0.04 0.03 0.19 -0.07
C 4.416 0.323 1.531 0.03 -0.09 -0.15 0.01
H 6.008 -1.290 0.079 -0.04 -0.05 0.11 0.08
H 6.596 -2.814 0.698 -0.13 -0.07 0.06 0.12
H 7.058 -0.138 2.107 0.01 0.04 -0.09 0.07
H 8.262 -1.035 1.169 -0.01 -0.01 -0.02 0.08
H 7.605 -1.705 2.675 0.04 -0.05 -0.03 0.08
H 4.800 0.879 2.387 0.00 -0.03 0.06 0.10
H 3.477 0.767 1.207 -0.01 -0.08 0.17 0.09
H 5.106 0.413 0.698 0.11 -0.01 0.42 0.05
O 0.013 4.323 -3.912 -0.20 0.03 -0.15 0.10
C 0.292 5.454 -3.627 0.50 0.03 0.32 -0.49
O -0.041 6.438 -4.488 -0.38 -0.03 -0.26 0.00
C 0.071 7.825 -4.173 0.19 0.19 0.02 -0.24
C 1.465 8.350 -4.450 0.13 -0.08 0.02 -0.07
C 1.075 5.793 -2.385 -0.43 0.29 0.24 0.02
H -0.248 8.018 -3.148 0.06 -0.05 0.02 0.11
H -0.643 8.330 -4.822 -0.05 -0.14 -0.05 0.12
H 2.211 7.856 -3.828 -0.03 0.04 0.07 0.07
H 1.514 9.423 -4.263 -0.02 0.00 0.00 0.08
H 1.738 8.162 -5.489 -0.06 0.04 -0.02 0.08
H 2.139 5.681 -2.590 -0.01 -0.09 0.02 0.10
H 0.793 5.095 -1.603 0.10 -0.15 -0.10 0.08
H 0.877 6.791 -1.999 0.12 0.05 -0.12 0.07
O -4.715 2.770 -8.197 0.02 0.02 -0.14 0.09
C -4.326 2.953 -7.074 -0.11 -0.22 0.22 -0.55
O -3.013 2.985 -6.828 0.15 0.25 -0.25 0.01
C -2.453 3.386 -5.562 0.12 -0.24 0.29 -0.23
C -2.391 2.224 -4.594 -0.23 -0.06 -0.04 -0.06
C -5.294 3.060 -5.919 -0.10 0.51 0.08 0.00
H -2.992 4.243 -5.153 -0.07 -0.03 -0.05 0.11
H -1.446 3.729 -5.777 -0.03 -0.01 -0.16 0.11
H -3.386 1.840 -4.361 -0.01 0.06 0.04 0.07
H -1.911 2.524 -3.665 0.06 -0.03 -0.03 0.06
H -1.824 1.401 -5.027 0.10 0.05 0.04 0.09
H -5.545 2.058 -5.574 0.03 -0.01 0.02 0.09
H -6.198 3.549 -6.277 -0.04 -0.18 -0.12 0.08
H -4.923 3.649 -5.084 0.07 -0.18 0.07 0.07
O -2.792 -2.084 8.798 0.02 -0.13 0.09 0.09
C -2.608 -1.534 7.744 0.00 0.34 0.01 -0.54
O -1.559 -1.885 6.993 0.05 -0.38 -0.02 0.01
C -1.363 -1.425 5.644 0.15 0.31 -0.19 -0.22
C -0.662 -0.086 5.608 -0.03 0.15 0.11 -0.05
C -3.489 -0.392 7.292 -0.36 -0.21 -0.33 0.01
H -2.305 -1.415 5.095 -0.02 0.01 0.05 0.12
H -0.734 -2.169 5.166 -0.01 -0.10 0.14 0.10
H -1.255 0.693 6.091 -0.05 0.00 -0.07 0.07
H -0.469 0.211 4.577 0.00 -0.07 -0.02 0.08
H 0.287 -0.144 6.142 0.03 -0.06 -0.06 0.09
H -3.125 0.533 7.736 0.03 0.00 -0.02 0.09
H -4.500 -0.583 7.645 0.07 0.03 0.20 0.09
H -3.545 -0.279 6.212 0.16 0.12 0.02 0.07
O -1.950 -4.727 -0.057 -0.09 0.16 0.00 0.12
C -2.504 -5.765 0.161 0.27 -0.27 0.14 -0.52
O -3.772 -5.751 0.617 -0.27 0.27 -0.11 0.00
C -4.581 -6.920 0.731 -0.01 -0.21 0.15 -0.24
C -4.349 -7.634 2.047 0.14 0.00 0.06 -0.07
C -1.783 -7.085 0.023 -0.18 -0.20 -0.43 0.01
H -4.438 -7.577 -0.129 0.07 -0.01 0.02 0.11
H -5.610 -6.568 0.685 0.05 0.14 -0.04 0.12
H -3.322 -7.990 2.136 -0.02 -0.06 -0.05 0.07
H -5.020 -8.489 2.142 -0.01 0.01 -0.01 0.08
H -4.526 -6.954 2.880 -0.07 0.01 -0.03 0.08
H -1.234 -7.286 0.942 -0.01 0.00 0.01 0.10
H -1.078 -7.001 -0.800 0.12 0.14 0.12 0.09
H -2.435 -7.926 -0.203 0.00 -0.02 0.19 0.07
```
Positions in Å, forces in eV/Å.


Record 2
C27H51Cl2N11O7P2S3Ti | the ωB97M-V functional and the def2-TZVPD basis

Frontier orbital gap (alpha / beta): 0.22662 / 0.24369 Ha
Multiplicity: 3
Expectation value of S²: 2.04
E_HOMO (alpha / beta): -6.0 / -7.4 eV
Total charge: 0

XYZ file:
```
104
Properties=species:S:1:pos:R:3:forces:R:3:lowdin_charge:R:1
Ti -0.706 1.378 0.263 -2.02 -2.26 -0.31 0.92
Cl 5.778 3.937 1.515 0.25 0.17 0.11 0.67
C 4.384 3.027 1.054 -0.25 -0.17 -0.10 -0.68
C 4.485 2.139 -0.008 -0.11 0.09 0.12 -0.13
C 3.349 1.439 -0.392 -0.49 0.07 0.25 -0.56
Cl 3.493 0.282 -1.667 0.26 -0.44 -0.23 0.77
C 2.100 1.595 0.217 1.55 0.49 0.59 -0.37
O 1.041 0.952 -0.215 0.84 -0.70 -0.56 -0.24
C 2.053 2.458 1.367 0.00 -0.47 -0.25 -0.15
C 0.881 2.514 2.144 1.49 1.20 1.04 -0.15
O -0.193 1.852 1.873 -0.29 0.22 1.30 -0.21
C 3.206 3.178 1.748 -0.14 -0.15 -0.17 -0.05
H 5.420 1.987 -0.521 0.07 -0.01 -0.05 0.10
H 0.888 3.094 3.071 -0.07 -0.11 -0.19 0.14
H 3.151 3.855 2.586 0.02 0.06 0.13 0.11
N 1.272 -0.686 1.800 0.21 -0.27 0.07 0.02
N 0.626 -1.754 2.438 0.14 -0.39 -0.06 -0.10
C -0.664 -1.939 2.194 0.52 0.24 0.37 -0.81
N -1.211 -3.073 2.664 0.10 0.16 -0.02 0.11
S -1.653 -0.816 1.387 -0.48 -0.22 -0.26 0.78
H 1.516 -0.991 0.846 0.01 0.00 0.46 -0.01
H 2.124 -0.472 2.311 -0.16 -0.18 0.01 0.11
H 1.199 -2.632 2.550 -0.26 0.45 -0.09 -0.04
H -0.626 -3.800 3.046 0.00 -0.02 -0.01 0.09
H -2.194 -3.221 2.539 0.01 -0.08 -0.08 0.09
N -0.992 -0.472 -1.931 0.25 -0.31 -0.12 0.02
N -0.071 0.104 -2.833 0.42 0.13 0.31 0.03
C 0.273 1.393 -2.532 0.61 -0.10 -1.05 -0.40
N 1.349 1.973 -3.098 -0.58 -0.25 0.28 0.20
N -0.616 2.044 -1.792 -1.06 -1.03 -1.03 0.04
N -0.200 2.987 -0.972 2.00 2.10 -0.93 -0.48
O 0.865 3.609 -1.087 0.58 0.90 -0.21 0.04
O -1.065 3.294 -0.085 -1.56 0.93 0.89 -0.08
H -0.517 -1.052 -1.227 0.00 0.08 -0.41 -0.06
H -1.628 -1.067 -2.454 0.06 0.15 0.12 0.10
H 0.697 -0.496 -3.128 -0.12 0.15 0.03 0.14
H 2.105 1.380 -3.407 -0.10 -0.03 0.01 0.06
H 1.615 2.841 -2.630 -0.08 -0.16 -0.15 0.10
O -2.598 1.121 -0.235 -0.69 0.05 0.07 -0.44
P -3.990 1.571 0.049 -1.88 0.37 0.49 0.64
N -4.296 3.009 -0.747 0.25 -0.99 0.32 -0.16
C -3.533 3.414 -1.924 0.39 0.03 -0.36 -0.20
C -4.566 3.457 -3.046 0.03 0.08 0.14 -0.16
C -5.797 4.014 -2.331 0.11 -0.05 -0.07 -0.16
C -5.674 3.472 -0.897 -0.55 0.17 0.26 -0.20
N -5.184 0.493 -0.455 1.09 0.75 0.45 -0.17
C -4.892 -0.033 -1.794 -0.11 -0.05 -0.61 -0.20
C -4.586 -1.508 -1.570 -0.17 0.11 -0.01 -0.17
C -5.596 -1.858 -0.485 0.05 0.10 0.01 -0.16
C -5.530 -0.632 0.427 -0.23 -0.31 0.44 -0.20
N -4.232 1.688 1.689 0.27 0.04 -0.93 -0.18
C -5.482 2.159 2.267 -0.37 0.05 0.10 -0.20
C -5.115 3.484 2.928 0.00 -0.12 0.07 -0.16
C -3.753 3.154 3.531 -0.04 0.01 -0.19 -0.15
C -3.116 2.237 2.480 0.55 -0.14 0.19 -0.19
H -2.720 2.709 -2.100 -0.06 0.23 -0.03 0.08
H -3.114 4.414 -1.756 0.07 -0.13 -0.04 0.13
H -4.758 2.452 -3.423 -0.01 -0.05 -0.01 0.10
H -4.254 4.083 -3.879 0.05 0.00 -0.06 0.11
H -6.727 3.703 -2.803 -0.05 0.09 0.03 0.11
H -5.754 5.103 -2.326 -0.07 0.02 -0.01 0.11
H -6.363 2.638 -0.735 0.00 0.11 0.02 0.10
H -5.891 4.256 -0.164 -0.09 -0.07 -0.03 0.11
H -4.046 0.493 -2.244 -0.11 0.01 -0.10 0.10
H -5.778 0.087 -2.432 0.17 0.01 -0.04 0.12
H -3.573 -1.610 -1.176 0.06 -0.06 -0.01 0.09
H -4.704 -2.100 -2.475 0.08 -0.06 -0.05 0.11
H -5.355 -2.776 0.047 -0.03 -0.04 0.05 0.11
H -6.594 -1.956 -0.918 0.00 -0.05 -0.01 0.11
H -4.754 -0.764 1.186 -0.14 -0.03 0.04 0.09
H -6.489 -0.431 0.914 0.12 -0.08 0.08 0.11
H -5.810 1.436 3.023 -0.14 0.06 -0.04 0.12
H -6.254 2.248 1.507 -0.16 -0.04 0.01 0.10
H -5.840 3.807 3.671 -0.10 0.04 0.00 0.11
H -5.007 4.259 2.169 -0.05 0.06 -0.06 0.11
H -3.880 2.619 4.473 0.02 0.01 0.01 0.11
H -3.144 4.036 3.712 0.03 0.00 0.07 0.11
H -2.562 1.413 2.947 0.01 0.30 -0.20 0.09
H -2.440 2.803 1.824 -0.16 -0.07 0.33 0.09
C -0.662 -5.576 -1.413 0.16 -0.10 0.08 -0.08
C 0.335 -6.204 -0.442 -0.78 -0.29 -0.05 -0.47
C -0.209 -6.164 0.980 0.19 -0.15 -0.19 -0.09
O 1.616 -5.616 -0.563 0.78 0.76 0.08 -0.32
P 2.112 -4.179 0.017 0.07 -0.15 0.10 -0.05
S 2.330 -4.257 1.996 0.14 -0.16 -0.24 0.32
S 1.020 -2.700 -0.756 0.20 -0.35 0.09 0.37
O 3.612 -4.158 -0.529 -0.26 0.02 0.47 -0.32
C 4.172 -4.359 -1.824 0.16 -0.04 -0.55 -0.45
C 3.545 -3.464 -2.885 0.10 -0.02 0.18 -0.09
C 4.093 -5.826 -2.219 0.04 0.19 0.15 -0.05
H -1.572 -6.169 -1.431 -0.12 -0.15 -0.04 0.08
H -0.243 -5.531 -2.417 0.00 0.00 -0.07 0.08
H -0.908 -4.565 -1.096 0.00 0.01 -0.04 0.02
H 0.512 -7.249 -0.735 -0.07 0.20 0.09 0.14
H -0.505 -5.144 1.220 -0.03 -0.04 0.07 0.04
H 0.548 -6.494 1.688 -0.05 0.02 0.05 0.06
H -1.074 -6.820 1.047 -0.15 -0.04 -0.02 0.08
H 5.220 -4.065 -1.677 -0.20 -0.10 -0.09 0.14
H 2.522 -3.782 -3.075 -0.06 0.09 -0.06 0.06
H 4.118 -3.532 -3.808 0.07 -0.08 -0.07 0.08
H 3.542 -2.428 -2.552 -0.08 0.01 0.00 0.02
H 3.056 -6.106 -2.378 -0.05 -0.08 -0.06 0.07
H 4.498 -6.443 -1.423 0.06 -0.13 0.06 0.09
H 4.654 -6.003 -3.132 0.12 0.01 -0.12 0.08
```
Positions in Å, forces in eV/Å.


Record 3
C27H51GaN7O8P3S2 | the ωB97M-V functional and the def2-TZVPD basis

Frontier orbital gap: 0.25574 Ha
E_HOMO: -12.1 eV
Total charge: +2

XYZ file:
```
99
Properties=species:S:1:pos:R:3:forces:R:3:lowdin_charge:R:1
Ga 0.664 0.038 0.450 1.25 -0.25 0.01 0.18
O 0.225 -0.333 2.220 -0.53 -0.10 0.76 -0.14
N 1.119 -0.733 3.158 0.99 -0.15 -1.00 -0.13
C 0.665 -0.973 4.410 0.74 0.40 0.59 0.01
C 1.569 -1.208 5.443 -1.39 -0.22 0.30 -0.02
C 2.921 -1.379 5.099 0.00 0.67 1.10 -0.04
C 3.335 -1.287 3.798 -0.21 0.25 0.45 -0.09
C 2.430 -0.890 2.799 0.46 -0.89 0.35 -0.63
S 3.047 -0.735 1.208 -1.67 0.50 -0.91 0.77
H -0.401 -0.867 4.526 -0.09 0.01 0.03 0.14
H 1.135 -1.274 6.495 0.95 -0.01 -1.62 0.15
H 3.691 -1.431 5.878 -0.45 -0.47 -0.23 0.13
H 4.392 -1.456 3.601 -0.36 0.19 -0.41 0.12
C 2.085 2.848 3.098 0.54 1.06 -0.88 -0.06
N 0.899 3.315 2.323 0.83 -0.12 -1.25 -0.29
C -0.084 4.117 3.031 -0.61 1.04 -0.53 -0.08
P 1.036 3.204 0.670 -0.44 0.43 0.45 0.60
O 1.558 1.821 0.310 -0.65 0.18 -0.46 -0.30
O -0.516 3.470 0.118 1.56 -0.99 0.02 -0.28
P -1.637 2.304 -0.248 -0.56 1.09 0.40 0.58
O -1.112 0.953 0.203 -0.04 0.57 -0.21 -0.28
N -2.950 2.817 0.575 -0.21 -0.14 -0.48 -0.28
C -3.395 4.213 0.303 0.37 -0.51 0.71 -0.06
C -3.516 2.096 1.711 -0.68 0.47 1.04 -0.07
N -2.017 2.561 -1.820 1.83 0.78 0.04 -0.30
C -1.042 3.145 -2.802 -0.32 0.50 1.77 -0.04
C -3.301 2.187 -2.369 -1.06 -0.11 -0.13 -0.08
N 1.975 4.364 -0.020 -0.32 0.16 -0.27 -0.28
C 1.450 5.780 -0.004 -1.33 -2.32 -0.15 -0.03
C 3.363 4.132 -0.510 -0.65 -0.67 -0.38 -0.06
H 2.790 3.687 3.398 -1.08 -0.75 -0.18 0.12
H 2.697 2.170 2.471 -0.50 0.05 0.49 0.07
H 1.655 2.361 3.952 0.33 -0.41 0.59 0.08
H -0.878 3.465 3.407 -0.07 0.29 0.03 0.08
H -0.504 4.909 2.345 0.16 -0.95 0.79 0.09
H 0.352 4.677 3.874 0.09 -0.37 -0.30 0.10
H -2.787 4.646 -0.476 -0.07 0.00 -0.45 0.07
H -3.239 4.859 1.167 0.03 -0.19 0.30 0.09
H -4.447 4.243 0.064 -0.26 -0.08 -0.25 0.09
H -3.565 1.034 1.515 0.18 -0.22 -0.05 0.08
H -4.567 2.407 1.981 1.08 0.00 -0.75 0.12
H -2.915 2.284 2.611 -0.14 -0.21 -0.09 0.08
H -0.171 3.443 -2.182 -0.31 0.02 -0.94 0.07
H -1.460 4.018 -3.361 0.17 -0.64 0.67 0.11
H -0.792 2.370 -3.481 0.50 -0.57 -0.81 0.06
H -3.242 2.357 -3.461 -0.21 -0.24 0.60 0.10
H -4.104 2.833 -1.951 0.38 -0.49 -0.37 0.09
H -3.545 1.125 -2.171 0.06 0.55 -0.20 0.10
H 0.526 5.713 0.597 0.41 0.61 -0.18 0.06
H 1.157 6.133 -1.002 0.37 -0.19 0.19 0.10
H 2.160 6.398 0.459 0.86 1.01 0.59 0.08
H 3.417 3.122 -0.914 -0.04 -0.02 -0.03 0.07
H 4.134 4.178 0.261 -0.21 0.46 0.08 0.09
H 3.566 4.806 -1.348 -0.01 0.06 0.37 0.10
C -1.421 -3.802 -5.437 -0.62 -0.46 -0.64 -0.11
C 0.072 -3.456 -5.584 0.33 -0.91 -1.85 -0.24
C 0.969 -3.714 -4.378 0.70 -1.11 -0.56 -0.16
N 0.413 -3.011 -3.236 0.45 1.18 1.27 0.05
C 0.937 -2.280 -2.250 -0.23 -0.84 0.58 -0.67
S -0.230 -1.579 -1.153 0.27 0.37 0.25 0.81
N 2.267 -2.186 -1.962 0.73 0.47 -1.06 0.11
C 3.373 -1.876 -2.859 2.60 -3.50 1.77 -0.35
O 4.443 -2.489 -2.661 -2.88 1.66 -0.06 0.10
C 3.248 -0.895 -3.888 -1.59 1.49 -0.83 -0.18
C 2.178 0.013 -3.998 0.02 -0.01 0.62 0.00
C 2.223 1.014 -4.986 -0.61 -1.37 1.66 -0.06
C 3.239 0.977 -5.912 -0.32 0.82 -0.27 -0.06
C 4.281 0.081 -5.808 0.51 0.12 -1.38 -0.04
C 4.282 -0.827 -4.803 0.56 -1.06 0.65 -0.01
H -1.970 -3.840 -6.436 0.93 0.35 1.23 0.11
H -1.978 -3.092 -4.796 0.21 -0.27 -0.27 0.07
H -1.557 -4.823 -5.036 0.11 0.40 0.05 0.08
H 0.192 -2.440 -5.956 -0.01 0.24 0.25 0.10
H 0.497 -4.083 -6.434 -0.48 0.59 1.06 0.14
H 2.008 -3.415 -4.590 -0.46 0.25 0.20 0.12
H 1.054 -4.823 -4.202 -0.41 0.99 0.26 0.15
H -0.599 -3.032 -3.196 -0.06 0.12 -0.18 0.11
H 2.584 -2.335 -0.997 -0.45 0.20 -0.36 0.11
H 1.336 -0.045 -3.264 0.80 0.31 -0.74 0.10
H 1.433 1.743 -4.905 0.01 0.26 -0.72 0.10
H 3.189 1.673 -6.725 0.24 0.33 -0.33 0.11
H 5.069 0.045 -6.572 -0.36 0.18 0.41 0.13
H 5.056 -1.564 -4.664 0.30 0.07 -0.23 0.13
C -5.092 -5.354 2.854 -1.21 -0.20 1.08 -0.14
O -3.690 -5.267 3.026 0.65 0.28 -0.15 -0.39
P -2.981 -3.941 3.683 -0.81 -0.58 -0.59 0.80
O -1.636 -4.665 4.245 0.36 -0.66 -0.11 -0.39
C -0.893 -5.642 3.436 0.02 0.37 0.44 -0.10
O -4.008 -3.852 4.962 1.41 0.06 0.23 -0.38
C -3.487 -3.021 6.026 0.17 0.21 -0.69 -0.14
H -5.599 -4.933 3.775 0.37 -0.64 -1.09 0.09
H -5.362 -6.444 2.762 0.29 1.25 -0.08 0.11
H -5.429 -4.766 1.988 0.10 -0.35 0.07 0.08
H 0.067 -5.189 3.129 -0.54 -0.04 -0.03 0.08
H -1.508 -5.936 2.581 0.33 -0.05 0.12 0.07
H -0.636 -6.531 4.039 -0.46 0.50 -0.10 0.09
H -3.644 -1.965 5.732 0.20 -0.30 0.29 0.07
H -2.380 -3.217 6.169 -1.42 0.12 0.32 0.08
H -4.140 -3.251 6.866 0.58 0.08 0.29 0.09
```
Positions in Å, forces in eV/Å.


Q: Which of these has the lowest total charge?
A: C27H51BN3O15


Q: Which of these has the highest total charge?
A: C27H51GaN7O8P3S2


Q: Number 1 is which compound?
A: C27H51BN3O15


Q: What is the formula in the second record?
A: C27H51Cl2N11O7P2S3Ti